{
  "formula": "C20H59N5O10",
  "method": "ωB97M-V/def2-TZVPD",
  "e_homo_ev": -8.6,
  "smiles": "COCCNCCOC.NC(N)=O.NC(N)=O.CCO.CCO.CCO.CCO.CCO.CCO",
  "homo_lumo_gap_ev": 8.9,
  "max_force_ev_per_a": 7.253,
  "lumo_ev": 0.3,
  "species": ["C", "O", "C", "C", "N", "C", "C", "O", "C", "H", "H", "H", "H", "H", "H", "H", "H", "H", "H", "H", "H", "H", "H", "H", "N", "C", "N", "O", "H", "H", "H", "H", "N", "C", "N", "O", "H", "H", "H", "H", "C", "C", "O", "H", "H", "H", "H", "H", "H", "C", "C", "O", "H", "H", "H", "H", "H", "H", "C", "C", "O", "H", "H", "H", "H", "H", "H", "C", "C", "O", "H", "H", "H", "H", "H", "H", "C", "C", "O", "H", "H", "H", "H", "H", "H", "C", "C", "O", "H", "H", "H", "H", "H", "H"],
  "xyz": [[1.7801, 0.6883, -1.3646], [1.1625, -0.1854, -2.3785], [0.2049, -1.0156, -1.7231], [-0.6894, -1.7016, -2.8394], [0.0530, -2.6596, -3.6815], [-0.7292, -2.9887, -4.8280], [-0.0317, -4.0519, -5.7040], [-0.8403, -4.3227, -6.8278], [-0.3751, -5.3687, -7.7220], [2.2039, 0.1816, -0.4976], [1.1123, 1.5002, -1.0765], [2.6629, 1.1609, -1.7952], [-0.4143, -0.3467, -1.1254], [0.7238, -1.6939, -1.0457], [-1.0254, -0.8476, -3.4276], [-1.5467, -2.2201, -2.4101], [0.9511, -2.3121, -3.9863], [-0.9318, -2.1805, -5.5307], [-1.7008, -3.3966, -4.5492], [0.0227, -4.9142, -5.0395], [1.0150, -3.8608, -5.9406], [-1.0880, -5.5996, -8.5136], [-0.1364, -6.3097, -7.2263], [0.5654, -4.9349, -8.0615], [0.0051, 1.3598, 1.5705], [-0.9368, 0.4997, 1.4659], [-1.8705, 1.0155, 0.7476], [-0.9555, -0.6228, 2.0090], [0.8469, 1.0736, 2.0497], [-0.1250, 2.3186, 1.2810], [-2.7538, 0.5343, 0.6561], [-1.7000, 1.8041, 0.1400], [-3.3348, -2.4813, 1.3800], [-4.2757, -1.7867, 0.9006], [-5.2932, -2.5503, 0.7299], [-4.1837, -0.6736, 0.4451], [-3.6101, -3.3673, 1.7791], [-2.3873, -2.1748, 1.5486], [-5.9699, -2.1413, 0.1015], [-5.3388, -3.4871, 1.1047], [0.7254, -3.5352, 1.8522], [2.0616, -2.7468, 1.9864], [3.0338, -3.5148, 2.5829], [0.7455, -4.4081, 1.1997], [-0.0507, -2.8952, 1.4326], [0.3489, -3.8159, 2.8359], [1.9783, -1.7963, 2.5133], [2.4896, -2.4195, 1.0389], [2.7031, -3.8563, 3.4170], [2.8155, 4.6411, 0.9522], [3.0978, 4.5611, -0.5656], [1.8643, 4.2599, -1.1868], [2.2503, 3.8042, 1.3625], [2.1621, 5.4902, 1.1527], [3.7105, 4.7789, 1.5588], [3.8152, 3.7822, -0.8240], [3.5621, 5.4468, -0.9993], [1.9907, 4.1080, -2.1263], [-3.0527, 1.0957, -2.7417], [-2.8056, 2.6383, -2.5300], [-3.4487, 3.1904, -3.5766], [-4.1204, 0.8782, -2.7150], [-2.5018, 0.6080, -1.9375], [-2.6174, 0.7154, -3.6658], [-1.7316, 2.8232, -2.5079], [-3.1870, 3.1020, -1.6203], [-3.4856, 4.1366, -3.4188], [4.8289, 1.5906, 3.3218], [3.8229, 0.3893, 3.4397], [2.8997, 0.3975, 2.3476], [5.5077, 1.7499, 4.1597], [4.3290, 2.5565, 3.2506], [5.5088, 1.5227, 2.4726], [3.2507, 0.5291, 4.3568], [4.3089, -0.5859, 3.4071], [3.3943, 0.0615, 1.5965], [0.4923, -1.1289, 6.7000], [0.4112, -1.1312, 5.1714], [-0.7289, -1.9175, 4.7605], [-0.1591, -0.3169, 7.0231], [1.4898, -0.8839, 7.0648], [0.1480, -2.0773, 7.1124], [1.2451, -1.6521, 4.7009], [0.3217, -0.1280, 4.7547], [-0.7630, -1.7070, 3.8245], [-2.2801, 4.2786, 1.4235], [-1.3086, 4.7198, 0.2913], [-0.5250, 3.6112, -0.1351], [-1.6956, 4.0163, 2.3053], [-2.9570, 3.4541, 1.1992], [-2.8302, 5.1536, 1.7697], [-0.6638, 5.5114, 0.6729], [-1.8031, 5.1192, -0.5941], [0.3365, 3.8546, -0.4817]],
  "forces_ev_per_a": [[0.19, -0.20, -1.55], [1.03, 0.83, 1.52], [-0.82, -0.25, -1.17], [1.97, 0.61, 0.84], [-0.32, 0.21, 0.81], [0.24, -0.76, -1.96], [-0.61, -0.99, 1.09], [-0.70, -0.66, -0.48], [0.86, 1.26, 1.20], [-0.63, -0.51, 0.17], [-0.28, -0.29, 0.22], [-0.09, -0.02, -0.55], [-0.43, -0.23, 0.17], [-0.09, -0.40, -0.06], [-0.33, 0.03, -0.19], [0.02, 0.11, 0.15], [0.05, 0.41, 0.24], [-0.15, 0.73, 0.15], [0.00, -0.04, 0.19], [0.02, -0.59, -0.07], [0.13, 0.64, -0.40], [-0.03, 0.61, 0.14], [-0.14, -0.02, 0.44], [0.14, -0.54, -0.87], [5.14, 1.99, 1.76], [-0.59, -2.33, 1.27], [-4.50, 0.43, -2.69], [0.01, -0.27, -0.07], [0.11, 0.21, -0.06], [0.17, -0.19, -0.13], [-0.22, -0.34, -0.18], [0.13, -0.10, 0.27], [5.48, -3.24, 3.47], [0.71, 1.75, -1.75], [-5.76, -1.49, -1.11], [-0.19, 2.58, -0.58], [0.74, 0.18, -0.02], [-0.13, 0.65, 0.16], [-0.45, -0.66, 0.39], [-0.41, 0.42, -0.54], [0.05, 1.10, -0.27], [-1.41, 0.28, -0.66], [1.58, -1.08, 0.72], [0.55, -0.08, 0.14], [0.05, 0.28, -0.01], [0.17, -0.14, 0.16], [-0.77, -0.05, 0.27], [-0.23, -0.38, -0.47], [-0.05, -0.02, 0.08], [-0.05, 0.59, -0.41], [0.40, -0.65, 0.83], [-0.38, 0.19, -0.36], [0.28, -0.44, -0.42], [0.09, 0.28, -0.12], [0.10, -0.05, -0.21], [0.06, -0.40, 0.37], [-0.33, 0.52, 0.34], [-0.01, -0.02, -0.10], [0.73, 1.16, 1.45], [0.63, -2.76, 0.72], [-1.09, 2.14, -2.34], [0.15, -0.07, 0.14], [-0.40, -0.48, 0.14], [-0.08, 0.51, -0.16], [0.37, 0.06, -0.22], [-0.20, -0.72, 0.67], [-0.17, 0.19, -0.40], [0.00, -0.25, 0.07], [0.75, 1.28, -0.33], [0.03, 0.36, 0.18], [-0.15, -0.60, 0.41], [-0.47, -0.18, -0.21], [-0.23, -0.26, -0.30], [-0.07, -0.30, -0.08], [0.27, 0.09, 0.52], [-0.15, -0.02, -0.24], [-0.26, 0.67, -0.68], [-0.31, -1.32, 0.13], [0.33, 0.61, 0.45], [-0.16, -0.21, 0.39], [0.08, -0.16, -0.08], [0.10, 0.06, -0.06], [0.63, 0.35, 0.20], [0.14, 0.14, 0.07], [-0.55, 0.01, -0.59], [0.79, 0.78, -0.20], [-0.27, -0.44, 0.30], [-0.78, -0.62, 0.63], [0.17, -0.36, -0.08], [0.10, 0.19, -0.24], [-0.33, 0.02, -0.29], [0.08, 0.09, 0.12], [-0.44, 0.11, 0.09], [0.41, 0.48, -0.26]]
}